[1]
Here is a cluster of 2 separate species, CH4ClNO2S in total from the OMol25 dataset. Energies are from ωB97M-V/def2-TZVPD.

The geometry in XYZ format:
```
10
Properties=species:S:1:pos:R:3:nbo_charge:R:1
C -0.95 0.01 0.82 -0.52
N 1.26 0.35 -0.78 -1.06
O -0.32 -1.54 -1.20 -0.92
O 1.12 -1.55 0.81 -0.92
S 0.32 -0.84 -0.14 2.27
Cl -0.37 1.00 2.03 0.09
H -1.87 -0.51 1.00 0.23
H -1.80 1.27 -1.02 0.00
H 0.77 0.96 -1.41 0.41
H 1.83 0.84 -0.11 0.41
```

Calculated values
Electronic energy   -30039.890 eV
Relative energy (zero: lowest compared OMol25 entry of this formula, charge and spin)   76.2 kcal/mol
Multiplicity   1
Frontier orbital gap (spin up / spin down)   9.771 / 8.438 eV
Total charge   0
Molecular weight   129.57 g mol⁻¹

---

[2]
Here is a cluster of 2 separate species, CH4ClNOS in total from the OMol25 dataset. Energies are from ωB97M-V/def2-TZVPD.

The geometry in XYZ format:
```
9
Properties=species:S:1:pos:R:3:nbo_charge:R:1
O 0.56 1.63 -0.03 -0.57
C -0.24 0.78 -0.36 0.51
N -1.35 0.46 0.40 -0.78
S -2.54 -0.63 -0.10 0.21
H -0.16 0.17 -1.27 0.13
H -1.50 1.02 1.23 0.41
H -2.08 -1.74 0.52 0.11
Cl 2.88 -0.60 0.03 -0.28
H 1.70 -0.12 0.23 0.27
```

Calculated values
Electronic energy   -27996.893 eV
Relative energy (zero: lowest compared OMol25 entry of this formula, charge and spin)   0.0 kcal/mol
Multiplicity   1
Frontier orbital gap   11.068 eV
Total charge   0
Molecular weight   113.57 g mol⁻¹

---

[3]
Here is the molecule CH4ClO2P from the OMol25 dataset. Energies are from ωB97M-V/def2-TZVPD.

The geometry in XYZ format:
```
9
Properties=species:S:1:pos:R:3:nbo_charge:R:1
O -2.44 0.13 0.09 -0.98
P -1.09 0.99 0.12 1.17
O 0.15 -0.60 -0.13 -0.78
C 1.43 -0.54 0.40 -0.07
Cl 2.40 0.77 -0.14 -0.07
H -2.62 -0.37 -0.74 0.51
H -1.24 1.45 -1.17 -0.12
H 1.37 -0.46 1.45 0.17
H 2.04 -1.37 0.13 0.19
```

Calculated values
Electronic energy   -27007.211 eV
Relative energy (zero: lowest compared OMol25 entry of this formula, charge and spin)   26.6 kcal/mol
Multiplicity   1
Frontier orbital gap   10.036 eV
Total charge   0
Molecular weight   114.47 g mol⁻¹

---

[4]
Here is a structure of composition CH4F2N2O8V from the OMol25 dataset. Energies are from ωB97M-V/def2-TZVPD.

The geometry in XYZ format:
```
18
Properties=species:S:1:pos:R:3:lowdin_spin:R:1
O -14.19 -24.71 -1.12 -0.16
V -15.52 -25.35 -1.69 1.11
N -17.36 -23.02 -2.74 0.00
O -16.44 -23.37 -1.92 0.01
O -17.33 -23.35 -3.92 0.00
O -18.27 -22.28 -2.31 0.00
N -17.69 -25.64 0.85 0.00
O -17.79 -25.17 2.00 0.00
O -16.57 -25.48 0.24 0.01
O -18.59 -26.28 0.32 0.00
F -17.14 -26.36 -2.43 0.00
F -14.77 -25.33 -3.57 0.03
C -13.81 -28.14 -0.50 0.00
O -14.71 -27.41 -1.30 0.01
H -13.95 -29.21 -0.70 0.00
H -12.78 -27.86 -0.75 0.00
H -13.96 -27.89 0.56 0.00
H -15.46 -27.95 -1.60 0.00
```

Calculated values
Electronic energy   -51581.424 eV
Expectation value of S²   0.770
Multiplicity   2
Frontier orbital gap (spin up / spin down)   7.435 / 7.511 eV
Total charge   -2
Molecular weight   260.99 g mol⁻¹

---

[5]
Here is the molecule CH4F2Si from the OMol25 dataset. Energies are from ωB97M-V/def2-TZVPD.

The geometry in XYZ format:
```
8
Properties=species:S:1:pos:R:3:nbo_charge:R:1
C -0.20 -0.06 0.54 -1.19
Si 1.41 -0.17 -0.33 1.97
F 2.42 -0.94 0.66 -0.66
F 2.18 1.26 -0.28 -0.65
H 0.01 -0.01 1.62 0.26
H -0.81 0.78 0.26 0.26
H -0.90 -0.74 0.28 0.25
H 1.40 -0.95 -1.76 -0.23
```

Calculated values
Electronic energy   -14417.659 eV
Relative energy (zero: lowest compared OMol25 entry of this formula, charge and spin)   7.0 kcal/mol
Multiplicity   1
Frontier orbital gap   12.687 eV
Total charge   0
Molecular weight   82.12 g mol⁻¹

---

[6]
Here is the molecule CH4F4N3P3 from the OMol25 dataset. Energies are from ωB97M-V/def2-TZVPD.

The geometry in XYZ format:
```
15
Properties=species:S:1:pos:R:3:nbo_charge:R:1
C 2.04 0.95 -0.80 -0.42
N 0.75 0.84 -0.07 -1.08
N -0.73 0.09 1.51 -1.41
N -1.50 -1.88 0.17 -1.20
F -0.73 2.71 0.93 -0.61
F -3.33 -0.24 0.20 -0.55
F 0.85 -1.65 0.16 -0.58
F -0.32 -0.51 -1.64 -0.56
P 0.27 1.46 1.49 1.44
P -2.91 -1.58 0.91 1.60
P -0.24 -0.49 0.02 2.32
H 2.77 0.21 -0.62 0.19
H 2.50 1.89 -0.78 0.21
H 1.66 0.96 -1.83 0.21
H -1.08 -2.75 0.35 0.43
```

Calculated values
Electronic energy   -44311.277 eV
Relative energy (zero: lowest compared OMol25 entry of this formula, charge and spin)   12.1 kcal/mol
Multiplicity   1
Frontier orbital gap   6.864 eV
Total charge   0
Molecular weight   226.98 g mol⁻¹

---

[7]
Here is a cluster of 2 separate species, CH4FINP in total from the OMol25 dataset. Energies are from ωB97M-V/def2-TZVPD.

The geometry in XYZ format:
```
9
Properties=species:S:1:pos:R:3:nbo_charge:R:1
C -0.59 0.30 1.03 -0.45
N -1.97 0.08 0.69 -0.93
P -2.64 0.40 -0.63 1.36
F -1.43 0.93 -1.71 -0.62
H -0.23 -0.63 1.56 0.21
H 0.11 0.47 0.17 0.21
H -0.63 1.22 1.73 0.22
I 4.17 -1.04 -0.85 -0.11
H 3.19 -1.75 -1.99 0.11
```

Calculated values
Electronic energy   -22698.766 eV
Relative energy (zero: lowest compared OMol25 entry of this formula, charge and spin)   29.7 kcal/mol
Multiplicity   1
Frontier orbital gap   10.190 eV
Total charge   0
Molecular weight   206.93 g mol⁻¹

---

[8]
Here is a cluster of 2 separate species, CH4FINP in total from the OMol25 dataset. Energies are from ωB97M-V/def2-TZVPD.

The geometry in XYZ format:
```
9
Properties=species:S:1:pos:R:3:lowdin_spin:R:1
C -1.28 0.54 0.27 0.10
N -0.55 -0.67 0.70 0.99
F -0.81 -1.97 -1.55 0.17
P -0.25 -2.05 0.05 0.68
I 4.41 0.82 -0.22 0.00
H -1.10 1.33 1.01 0.02
H -0.98 0.67 -0.81 0.04
H -2.32 0.26 0.27 0.01
H 2.87 1.07 0.29 0.00
```

Calculated values
Electronic energy   -22695.150 eV
Expectation value of S²   2.008
Relative energy (zero: lowest compared OMol25 entry of this formula, charge and spin)   29.2 kcal/mol
Multiplicity   3
Frontier orbital gap (spin up / spin down)   6.831 / 6.705 eV
Total charge   0
Molecular weight   206.93 g mol⁻¹

---

[9]
Here is the molecule CH4FIP2 from the OMol25 dataset. Energies are from ωB97M-V/def2-TZVPD.

The geometry in XYZ format:
```
9
Properties=species:S:1:pos:R:3:nbo_charge:R:1
F -1.15 1.43 -0.41 -0.36
C -1.13 0.29 0.32 -0.13
I -3.28 -0.54 0.09 0.02
P -0.05 -0.82 -0.67 0.32
P 1.87 -0.20 0.15 -0.04
H -0.83 0.51 1.40 0.21
H 0.11 -1.75 0.32 -0.03
H 1.86 1.19 -0.06 0.01
H 2.61 -0.09 -1.14 0.02
```

Calculated values
Electronic energy   -30495.696 eV
Relative energy (zero: lowest compared OMol25 entry of this formula, charge and spin)   66.6 kcal/mol
Multiplicity   1
Frontier orbital gap   8.797 eV
Total charge   0
Molecular weight   223.89 g mol⁻¹

---

[10]
Here is the molecule CH4FIP2 from the OMol25 dataset. Energies are from ωB97M-V/def2-TZVPD.

The geometry in XYZ format:
```
9
Properties=species:S:1:pos:R:3:nbo_charge:R:1
C 0.32 0.48 1.72 -0.94
F -0.90 -1.94 0.67 -0.58
P -0.66 -0.59 -1.74 0.03
P -0.05 -0.56 0.35 1.23
I 1.69 1.79 0.50 0.05
H -0.40 1.33 2.08 0.24
H 0.43 0.37 -2.20 0.04
H -1.51 0.45 -1.59 -0.01
H 1.08 -1.34 0.20 -0.06
```

Calculated values
Electronic energy   -30495.075 eV
Relative energy (zero: lowest compared OMol25 entry of this formula, charge and spin)   80.9 kcal/mol
Multiplicity   1
Frontier orbital gap   8.084 eV
Total charge   0
Molecular weight   223.89 g mol⁻¹

---

[11]
Here is a cluster of 2 separate species, CH4FNO in total from the OMol25 dataset. Energies are from ωB97M-V/def2-TZVPD.

The geometry in XYZ format:
```
8
Properties=species:S:1:pos:R:3:nbo_charge:R:1
C -0.95 -0.01 -0.36 0.05
N 1.56 0.36 0.40 -0.21
O -1.40 -1.07 0.28 -0.68
F 2.35 -0.39 -0.48 -0.28
H -1.11 0.97 0.00 0.15
H -0.50 -0.16 -1.32 0.18
H 1.79 1.42 0.20 0.28
H -1.74 -1.11 1.28 0.52
```

Calculated values
Electronic energy   -7350.865 eV
Relative energy (zero: lowest compared OMol25 entry of this formula, charge and spin)   133.9 kcal/mol
Multiplicity   1
Frontier orbital gap (spin up / spin down)   10.186 / 7.093 eV
Total charge   0
Molecular weight   65.05 g mol⁻¹

---

[12]
Here is the molecule CH4FNS2 from the OMol25 dataset. Energies are from ωB97M-V/def2-TZVPD.

The geometry in XYZ format:
```
9
Properties=species:S:1:pos:R:3:nbo_charge:R:1
C -0.92 0.69 0.05 -0.43
N 0.15 -0.15 0.58 -0.70
S -0.35 -1.88 0.21 0.14
S 1.64 0.16 0.99 0.80
F 2.21 0.72 -0.81 -0.60
H -1.54 1.21 0.83 0.22
H -0.25 1.42 -0.49 0.24
H -1.36 0.04 -0.60 0.22
H 0.43 -2.20 -0.74 0.11
```

Calculated values
Electronic energy   -26977.098 eV
Relative energy (zero: lowest compared OMol25 entry of this formula, charge and spin)   36.7 kcal/mol
Multiplicity   1
Frontier orbital gap   8.778 eV
Total charge   0
Molecular weight   113.18 g mol⁻¹

---

[13]
Here is the molecule CH4FOPS from the OMol25 dataset. Energies are from ωB97M-V/def2-TZVPD.

The geometry in XYZ format:
```
9
Properties=species:S:1:pos:R:3:nbo_charge:R:1
C -1.09 0.39 0.69 -0.99
P 0.52 -0.23 0.07 1.74
O 0.39 -0.06 -1.48 -0.98
F 0.15 -1.91 0.12 -0.58
S 2.97 0.49 0.08 -0.53
H -1.78 0.22 -0.23 0.28
H -1.53 -0.21 1.55 0.28
H -0.96 1.39 0.95 0.25
H 1.32 -0.10 -1.74 0.53
```

Calculated values
Electronic energy   -25990.367 eV
Relative energy (zero: lowest compared OMol25 entry of this formula, charge and spin)   64.1 kcal/mol
Multiplicity   1
Frontier orbital gap   7.428 eV
Total charge   0
Molecular weight   114.08 g mol⁻¹

---

[14]
Here is a cluster of 2 separate species, CH4FP in total from the OMol25 dataset. Energies are from ωB97M-V/def2-TZVPD.

The geometry in XYZ format:
```
7
Properties=species:S:1:pos:R:3:nbo_charge:R:1
C -0.79 0.95 -0.43 -0.50
F 1.60 -0.82 1.46 -0.60
P 0.46 -1.79 0.78 0.72
H -1.63 0.61 -0.89 0.15
H 0.11 1.22 -1.04 0.18
H -0.98 1.46 0.44 0.16
H 1.23 -1.62 -0.31 -0.12
```

Calculated values
Electronic energy   -13104.829 eV
Relative energy (zero: lowest compared OMol25 entry of this formula, charge and spin)   78.6 kcal/mol
Multiplicity   1
Frontier orbital gap (spin up / spin down)   8.395 / 8.484 eV
Total charge   0
Molecular weight   66.02 g mol⁻¹

---

[15]
Here is a structure of composition CH4GdO2 from the OMol25 dataset. Energies are from ωB97M-V/def2-TZVPD.

The geometry in XYZ format:
```
8
Properties=species:S:1:pos:R:3:lowdin_spin:R:1
H -2.56 0.21 -1.17 -0.06
O -0.83 0.05 -0.73 0.39
Gd -2.60 -0.89 0.63 7.11
O 0.46 -0.02 -0.87 0.50
C 1.23 0.15 0.33 0.03
H 2.23 0.46 0.00 0.00
H 0.76 0.88 1.01 0.01
H 1.33 -0.83 0.80 0.02
```

Calculated values
Electronic energy   -26001.139 eV
Expectation value of S²   20.025
Relative energy (zero: lowest compared OMol25 entry of this formula, charge and spin)   121.4 kcal/mol
Multiplicity   9
Frontier orbital gap (spin up / spin down)   7.388 / 7.252 eV
Total charge   +2
Molecular weight   205.29 g mol⁻¹

---

[16]
Here is a structure of composition CH4I2NOP from the OMol25 dataset. Energies are from ωB97M-V/def2-TZVPD.

The geometry in XYZ format:
```
10
Properties=species:S:1:pos:R:3:nbo_charge:R:1
C -0.26 1.41 -1.62 -0.27
N -0.71 -0.69 1.44 -1.17
O -0.33 0.89 -0.32 -0.80
P -1.43 -0.29 0.11 1.31
I -1.40 -1.93 2.86 0.35
I 2.48 -2.83 1.72 -0.12
H -0.33 0.63 -2.42 0.18
H 0.77 1.84 -1.53 0.21
H -1.14 2.15 -1.84 0.18
H 2.34 -1.18 1.61 0.12
```

Calculated values
Electronic energy   -30128.049 eV
Relative energy (zero: lowest compared OMol25 entry of this formula, charge and spin)   33.5 kcal/mol
Multiplicity   1
Frontier orbital gap   8.637 eV
Total charge   0
Molecular weight   330.83 g mol⁻¹

---

[17]
Here is a structure of composition CH4IMgN2O from the OMol25 dataset. Energies are from ωB97M-V/def2-TZVPD.

The geometry in XYZ format:
```
10
Properties=species:S:1:pos:R:3:nbo_charge:R:1
Mg -3.76 -2.03 2.73 1.53
I -1.32 -2.51 2.32 -0.52
C 1.02 0.55 -0.29 0.76
O 1.95 0.29 0.50 -0.65
N -0.25 0.35 0.07 -0.84
N 1.27 1.15 -1.49 -0.82
H -0.48 -0.39 0.71 0.39
H -0.99 0.54 -0.59 0.37
H 0.43 1.16 -2.05 0.37
H 2.14 0.90 -1.92 0.42
```

Calculated values
Electronic energy   -19668.547 eV
Multiplicity   1
Frontier orbital gap   4.212 eV
Total charge   +1
Molecular weight   211.27 g mol⁻¹

---

[18]
Here is a cluster of 2 separate species, CH4IN2 in total from the OMol25 dataset. Energies are from ωB97M-V/def2-TZVPD.

The geometry in XYZ format:
```
8
Properties=species:S:1:pos:R:3:nbo_charge:R:1
C -0.08 0.14 0.04 0.73
N -0.12 -1.14 0.07 -0.80
N -0.89 1.14 0.09 -0.80
I 3.91 -0.04 0.03 0.02
H -0.98 -1.70 -0.16 0.45
H 0.74 -1.68 -0.29 0.47
H -1.95 1.17 0.36 0.46
H -0.63 2.11 -0.14 0.46
```

Calculated values
Electronic energy   -12172.788 eV
Relative energy (zero: lowest compared OMol25 entry of this formula, charge and spin)   72.3 kcal/mol
Multiplicity   1
Frontier orbital gap (spin up / spin down)   6.845 / 6.718 eV
Total charge   +1
Molecular weight   170.96 g mol⁻¹

---

[19]
Here is a structure of composition CH4IN2 from the OMol25 dataset. Energies are from ωB97M-V/def2-TZVPD.

The geometry in XYZ format:
```
8
Properties=species:S:1:pos:R:3:nbo_charge:R:1
C -0.21 0.16 0.33 0.35
N 0.14 1.18 -0.39 -0.71
N -0.09 -1.07 -0.04 -0.71
I -0.38 -2.83 1.22 0.54
H -0.34 0.34 1.39 0.23
H 0.22 2.05 0.06 0.42
H 0.46 1.31 -1.28 0.42
H 0.21 -1.14 -1.29 0.46
```

Calculated values
Electronic energy   -12173.952 eV
Relative energy (zero: lowest compared OMol25 entry of this formula, charge and spin)   45.5 kcal/mol
Multiplicity   1
Frontier orbital gap   8.367 eV
Total charge   +1
Molecular weight   170.96 g mol⁻¹

---

[20]
Here is a cluster of 2 separate species, CH4IN2 in total from the OMol25 dataset. Energies are from ωB97M-V/def2-TZVPD.

The geometry in XYZ format:
```
8
Properties=species:S:1:pos:R:3:lowdin_spin:R:1
C 0.63 0.05 0.00 0.56
N 0.26 -1.14 0.03 0.09
N 0.09 1.19 -0.02 0.09
I 3.72 -0.02 0.02 1.18
H -0.73 -1.60 -0.11 0.03
H 0.98 -1.79 -0.17 0.02
H -0.89 1.23 0.26 0.03
H 0.58 2.15 0.09 0.01
```

Calculated values
Electronic energy   -12172.932 eV
Expectation value of S²   2.008
Relative energy (zero: lowest compared OMol25 entry of this formula, charge and spin)   8.8 kcal/mol
Multiplicity   3
Frontier orbital gap (spin up / spin down)   10.555 / 6.796 eV
Total charge   +1
Molecular weight   170.96 g mol⁻¹